Entry 1:
Here is a cluster of 2 separate species, C2H3ClFNO2 in total at a distorted geometry from the Open Molecules 2025 dataset. Energies are from ωB97M-V/def2-TZVPD.

The HOMO energy (alpha / beta) is -9.50 / -9.81 eV. As for the multiplicity: 1. Its energy above the lowest of the compared OMol25 structures with the same formula, charge and spin is 570.7 kJ/mol. The calculation puts the maximum force at 0.068 Eh/bohr.

Geometry (Å):
1 Cl 1.6345 -1.5385 -0.5689
2 F 1.0428 -0.2561 1.6421
3 O 1.5961 1.0800 -1.5201
4 O 0.9395 2.0852 0.4541
5 N 1.2716 1.1109 -0.3071
6 C 1.1223 -0.1732 0.3029
7 C -1.8108 -0.6287 0.0234
8 H -2.1303 -1.1473 -0.9049
9 H -1.9819 0.4608 -0.1477
10 H -1.6838 -0.9930 1.0262

Atom charges from the Löwdin analysis, given in e for atoms 1 to 5: Cl 0.80; F 0.07; O 0.01; O 0.05; N -0.36


Entry 2:
Here is a structure of composition C5H9CdMgO4 at a distorted geometry from the Open Molecules 2025 dataset. Energies are from ωB97M-V/def2-TZVPD.

The total charge is +1. The HOMO energy is -10.93 eV. As for the multiplicity: 1. Its energy above the lowest of the compared OMol25 structures with the same formula, charge and spin is 0.0 kJ/mol. The calculation puts the maximum force at 0.081 Eh/bohr.

Geometry (Å):
1 Cd 0.8070 0.6585 -0.3958
2 Mg 3.5856 0.6369 0.3336
3 O -0.4754 -2.0172 -0.1126
4 O 2.1753 -0.6418 0.3539
5 O -1.0460 1.0425 0.3906
6 O 2.4126 1.7801 -0.6336
7 C 0.7449 -2.5653 0.1067
8 C 1.9215 -1.9664 0.3631
9 C -1.7196 0.0136 -0.3954
10 C -1.8741 2.0245 0.9736
11 C -0.6442 -0.8570 -0.9822
12 H -2.5798 1.5562 1.6761
13 H -2.4170 -0.5103 0.2813
14 H 2.7722 -2.6229 0.5710
15 H 2.5447 2.5446 -1.2292
16 H -0.9662 -1.2309 -1.9645
17 H -1.2302 2.7271 1.5140
18 H 0.7238 -3.6582 0.1377
19 H -2.2929 0.5234 -1.1869
20 H -2.4423 2.5626 0.1988

Atom charges from the Löwdin analysis, given in e for atoms 1 to 5: Cd 1.39; Mg 1.19; O -0.13; O -0.46; O -0.39


Entry 3:
Here is a structure of composition C4H8O2 at a distorted geometry from the Open Molecules 2025 dataset. Energies are from ωB97M-V/def2-TZVPD.

The HOMO energy is -9.58 eV. As for the multiplicity: 1. Its energy above the lowest of the compared OMol25 structures with the same formula, charge and spin is 423.0 kJ/mol. The calculation puts the maximum force at 0.072 Eh/bohr.

Geometry (Å):
1 O -0.8516 0.7762 -1.4015
2 O -0.1716 -0.7751 1.3920
3 C -0.7668 -0.3706 -0.7232
4 C 1.5699 0.5374 0.2642
5 C 0.7228 -0.6416 0.3080
6 C -1.3676 -0.4592 0.6789
7 H -1.7682 0.5121 0.9936
8 H 1.5335 1.1946 1.1312
9 H 0.1384 1.4257 -1.1381
10 H -0.7875 -1.2826 -1.3366
11 H 1.0397 1.4357 -0.6277
12 H 1.1640 -1.5869 -0.0280
13 H 2.5432 0.4272 -0.2086
14 H -2.1270 -1.2357 0.8188

Atom charges from the Löwdin analysis, given in e for atoms 1 to 5: O -0.10; O -0.10; C -0.30; C -0.01; C -0.28